Entry 1:
DFT (ωB97M-V/def2-TZVPD) results for a structure of composition C15H22AuGeN5.

Geometry as ORCA input:
```
! wB97M-V def2-TZVPD RIJCOSX def2/J DEFGRID3
* xyz 0 1
Au -0.6701 0.1967 2.3022
C -0.8502 -2.0508 6.3119
Ge 0.0479 -1.4353 4.6744
C 1.9988 -1.6799 4.7289
C -0.5817 -2.7835 3.3897
C -0.5403 0.3771 4.3474
H -0.4350 -3.0270 6.6418
H -1.9505 -2.2292 6.1643
H -0.7307 -1.3153 7.1201
H 2.2894 -2.5098 5.4434
H 2.4601 -0.7700 5.0768
H 2.3786 -1.9589 3.7623
H -0.4394 -3.7774 3.8480
H 0.0297 -2.7602 2.4902
H -1.6712 -2.6908 3.1787
H 0.2628 1.1080 4.5873
H -1.5125 0.6029 4.8214
C 2.0007 0.6726 -0.0534
C 0.7308 0.1097 -0.4700
N -0.3814 -0.0047 0.2903
C -1.3748 -0.6344 -0.4833
C -0.8935 -0.8668 -1.6983
N 0.4220 -0.3689 -1.7224
C 1.1648 -0.3953 -2.9564
N 1.0453 0.7898 -3.7426
N 2.1071 1.1413 -4.5359
N 1.7732 2.0439 -5.3510
C 0.4240 2.2936 -5.2210
C -0.3844 3.1420 -5.9937
C -1.7925 3.1373 -5.7167
C -2.2567 2.4611 -4.5937
C -1.4034 1.7270 -3.7323
C -0.0782 1.5630 -4.1318
H 2.0237 0.5333 1.0363
H 2.0853 1.7515 -0.2751
H 2.8947 0.1693 -0.5013
H -2.3561 -0.8641 -0.0452
H -1.4187 -1.2701 -2.5736
H 0.8702 -1.3536 -3.4807
H 2.2387 -0.4314 -2.6723
H 0.0483 3.7868 -6.7954
H -2.4898 3.6793 -6.3659
H -3.3102 2.4969 -4.3594
H -1.7745 1.3943 -2.7442
*
```

## Properties
- HOMO (eV) = -7.7055
- ΔE to the lowest compared entry with this formula, charge and spin (kcal per mole) = 21.9

Entry 2:
DFT (ωB97M-V/def2-TZVPD) results for a cluster of 4 separate species, C32H71ClO16P4 in total.

Geometry as ORCA input:
```
! wB97M-V def2-TZVPD RIJCOSX def2/J DEFGRID3
* xyz 0 1
C -5.5389 1.2590 4.9035
C -4.7983 2.2058 4.2965
P -3.7730 1.7629 2.7887
C -3.1212 0.0151 2.6929
C -1.6788 -0.2132 3.2051
C -1.1958 -1.7147 3.0779
C -2.1362 -2.6087 2.2606
O -2.8398 -3.3769 2.8172
O -2.1833 -2.5271 0.8793
C -5.4237 1.1025 1.9705
C -5.3397 1.3383 0.4510
O -4.3381 1.2059 -0.1262
Cl -6.7851 1.8034 -0.5162
O -2.3151 2.3813 3.4860
C -1.9673 3.6709 3.0232
C -0.5817 4.1576 3.6002
C -0.6319 5.7110 3.5420
C 0.5269 3.4972 2.7129
C 1.0136 2.1954 3.4803
C 1.7891 4.3753 2.4879
H -6.6111 1.3993 5.1188
H -5.1154 0.2766 5.1646
H -4.8073 3.2296 4.6993
H -3.7470 2.7273 1.7513
H -3.7881 -0.5830 3.3538
H -3.2860 -0.3362 1.6604
H -1.5531 0.0594 4.2633
H -1.0131 0.3807 2.5558
H -1.1900 -2.1416 4.0963
H -0.1438 -1.7774 2.7392
H -3.1231 -2.3693 0.6831
H -6.3066 1.6778 2.3011
H -5.5902 0.0266 2.1514
H -1.8493 3.7236 1.9176
H -2.7067 4.4467 3.3394
H -0.5186 3.7984 4.6410
H 0.3387 6.2096 3.6710
H -1.2591 6.0391 4.3987
H -1.1834 6.0178 2.6353
H 0.1734 3.1526 1.7246
H 0.2791 1.8807 4.2422
H 1.2403 1.3607 2.7948
H 1.9619 2.4624 3.9875
H 2.5481 3.8237 1.9050
H 2.1716 4.7472 3.4525
H 1.4907 5.2415 1.8607
C -6.3549 -2.3124 -0.4368
C -7.6718 -2.2071 0.3093
O -8.0647 -3.4792 0.8163
P -7.4576 -3.9604 2.2610
O -8.1718 -3.0386 3.2082
O -8.3934 -5.3032 2.5018
C -8.8597 -5.6207 3.8145
C -10.3543 -5.3973 3.8949
O -6.3294 -4.9117 1.4970
C -5.7249 -5.9933 2.2271
C -6.1079 -7.2947 1.5577
H -5.5428 -2.5686 0.2508
H -6.1086 -1.3669 -0.9256
H -6.3988 -3.0990 -1.1904
H -7.6051 -1.4752 1.1206
H -8.4565 -1.8757 -0.3717
H -8.3350 -5.0390 4.5742
H -8.6324 -6.6755 3.9966
H -10.6079 -4.3612 3.6674
H -10.7328 -5.6404 4.8899
H -10.8711 -6.0194 3.1617
H -6.0273 -5.9848 3.2766
H -4.6427 -5.8568 2.1913
H -7.1877 -7.4417 1.5794
H -5.6306 -8.1409 2.0541
H -5.8082 -7.2861 0.5083
C -1.4280 0.1250 -2.1767
C -0.2873 0.8298 -2.8865
O 0.9546 0.1811 -2.6155
P 1.3889 -1.1043 -3.5311
O 1.6941 -0.4484 -4.8470
O 2.9461 -1.2856 -3.0012
C 3.9749 -1.6548 -3.9231
C 4.9069 -0.4838 -4.1478
O 0.8888 -2.1509 -2.3368
C 1.4130 -3.4876 -2.3212
C 2.2065 -3.6750 -1.0472
H -1.5800 -0.8757 -2.5884
H -2.3579 0.6869 -2.2836
H -1.2066 0.0065 -1.1150
H -0.4671 0.8794 -3.9644
H -0.1983 1.8531 -2.5187
H 3.5544 -2.0082 -4.8663
H 4.5279 -2.4889 -3.4795
H 4.3674 0.3772 -4.5434
H 5.7048 -0.7461 -4.8451
H 5.3569 -0.1683 -3.2050
H 2.0277 -3.6864 -3.2021
H 0.5680 -4.1790 -2.3407
H 3.0504 -2.9863 -1.0092
H 2.5852 -4.6956 -0.9723
H 1.5829 -3.4648 -0.1762
C 8.4225 4.3882 -1.0745
C 7.5733 4.3423 -2.3318
O 8.3795 4.0895 -3.4815
P 8.7420 2.5390 -3.8649
O 7.4116 2.0263 -4.3353
O 9.4154 2.8167 -5.3513
C 9.1821 1.8985 -6.4210
C 8.2863 2.5386 -7.4592
O 10.2508 2.6943 -3.1793
C 11.2918 1.7910 -3.5854
C 12.3872 2.5923 -4.2530
H 8.8501 3.4061 -0.8592
H 7.8249 4.6996 -0.2156
H 9.2544 5.0824 -1.1979
H 6.7846 3.5894 -2.2446
H 7.0924 5.3088 -2.4878
H 8.7529 0.9638 -6.0560
H 10.1532 1.6599 -6.8657
H 7.3295 2.8300 -7.0243
H 8.1000 1.8547 -8.2898
H 8.7477 3.4475 -7.8501
H 10.9092 1.0139 -4.2512
H 11.6788 1.3016 -2.6893
H 12.0144 3.0930 -5.1463
H 13.2213 1.9485 -4.5363
H 12.7540 3.3700 -3.5809
*
```

## Properties
- HOMO (eV) = -8.9636
- SMILES = C=C[PH](CCCC(=O)O)(CC(=O)Cl)OC[C@H](C)C(C)C.CCOP(=O)(OCC)OCC.CCOP(=O)(OCC)OCC.CCOP(=O)(OCC)OCC

Entry 3:
DFT (ωB97M-V/def2-TZVPD) results for an isolated molecule of C2H3ClS.

Geometry as ORCA input:
```
! wB97M-V def2-TZVPD RIJCOSX def2/J DEFGRID3
* xyz 0 1
S 2.1601 -0.2521 0.4775
C 0.7322 -0.4945 -0.1951
C -0.4794 0.4422 0.1198
Cl -1.9986 -0.4302 0.4285
H 0.4551 -1.3310 -0.7079
H -0.3459 1.1676 0.8102
H -0.5236 0.8980 -0.9330
*
```

## Properties
- HOMO (eV) = -9.1017
- SMILES = S=CCCl
- ΔE to the lowest compared entry with this formula, charge and spin (kcal per mole) = 12.6

Entry 4:
DFT (ωB97M-V/def2-TZVPD) results for an isolated molecule of H2N2O3Si.

Geometry as ORCA input:
```
! wB97M-V def2-TZVPD RIJCOSX def2/J DEFGRID3
* xyz 0 1
O 3.9649 -1.2436 -0.0238
N 3.0688 -0.4556 -0.0518
N 2.9174 0.7728 0.0146
O 1.7820 1.3245 0.1799
Si 0.3611 -0.0186 -0.0558
O 1.5054 -1.0890 -0.0052
H -0.1120 0.4025 -1.3971
H -0.2308 -0.3043 1.2175
*
```

## Properties
- HOMO (eV) = -9.6516
- SMILES = [O-][N+]1=NO[SiH2]O1
- ΔE to the lowest compared entry with this formula, charge and spin (kcal per mole) = 18.4

Entry 5:
DFT (ωB97M-V/def2-TZVPD) results for a structure of composition C30H39F3N6SeSn.

Geometry as ORCA input:
```
! wB97M-V def2-TZVPD RIJCOSX def2/J DEFGRID3
* xyz 0 1
Sn 0.7139 0.2156 -1.0556
C -7.8456 2.3608 0.8313
C -6.4760 1.8601 0.4615
C -5.7455 2.4438 -0.5615
C -4.4765 1.9977 -0.9219
C -3.7895 2.7088 -2.0557
C -3.9088 0.9149 -0.2297
Se -2.1792 0.2466 -0.7526
C -4.6403 0.3031 0.8025
C -4.1222 -0.8747 1.5884
C -5.9030 0.7858 1.1261
H -8.1089 3.2482 0.2553
H -7.9017 2.6209 1.8901
H -8.6097 1.6035 0.6427
H -6.1781 3.2762 -1.1087
H -4.5278 3.1290 -2.7402
H -3.1318 2.0420 -2.6096
H -3.1833 3.5404 -1.6868
H -3.1021 -1.1237 1.3091
H -4.7493 -1.7536 1.4170
H -4.1484 -0.6611 2.6599
H -6.4535 0.3036 1.9295
C 0.0160 -1.1347 2.9057
N 0.7920 -0.1051 3.5619
C 1.5639 -0.6452 4.6639
C 1.5635 0.7096 2.6302
C 2.5712 -0.0059 1.7534
C 3.7946 -0.3972 2.2977
C 4.7205 -1.1100 1.5495
C 4.4400 -1.4347 0.2323
C 3.2328 -1.0266 -0.3213
C 2.2908 -0.3076 0.4155
H -0.6715 -1.5860 3.6242
H 0.6463 -1.9342 2.4822
H -0.5834 -0.6944 2.1034
H 0.8823 -1.0574 5.4100
H 2.1438 0.1493 5.1364
H 2.2551 -1.4473 4.3613
H 2.0648 1.4847 3.2177
H 0.8455 1.2045 1.9767
H 4.0347 -0.1323 3.3214
H 5.6625 -1.4071 1.9937
H 5.1564 -1.9905 -0.3602
H 3.0410 -1.2717 -1.3669
F -0.0687 -7.1520 -1.7955
C -1.1146 -6.3650 -1.4846
F -1.6753 -6.8589 -0.3734
F -2.0075 -6.4815 -2.4805
C -0.6756 -4.9357 -1.3135
C -0.1689 -4.2518 -2.4072
C 0.2345 -2.9428 -2.2247
N 0.1664 -2.3250 -1.0475
C -0.3326 -2.9846 -0.0069
C -0.7658 -4.2984 -0.0902
H -0.0990 -4.7167 -3.3810
H 0.6144 -2.3537 -3.0530
H -0.4012 -2.4415 0.9259
H -1.1686 -4.7983 0.7784
C 2.0809 3.2691 -0.4269
N 2.1050 4.7247 -0.3777
C 1.2755 5.1670 0.7484
N -0.1099 4.7105 0.6279
C -0.1148 3.2533 0.5710
N 0.7045 2.7444 -0.5622
C 0.1177 3.3062 -1.8070
N 0.1192 4.7639 -1.7879
C 1.4968 5.2284 -1.6160
C -0.6606 5.2185 -0.6315
H 2.5319 2.8480 0.4747
H 2.6611 2.9403 -1.2937
H 1.2915 6.2572 0.7909
H 1.6987 4.7773 1.6768
H -1.1332 2.8878 0.4282
H 0.2751 2.8633 1.5081
H -0.8935 2.9130 -1.9041
H 0.7107 2.9580 -2.6563
H 1.5020 6.3192 -1.5908
H 2.0959 4.8958 -2.4658
H -1.6889 4.8737 -0.7311
H -0.6561 6.3096 -0.6080
*
```

## Properties
- HOMO (eV) = -6.9339

Entry 6:
DFT (ωB97M-V/def2-TZVPD) results for a structure of composition C2H3N3S2.

Geometry as ORCA input:
```
! wB97M-V def2-TZVPD RIJCOSX def2/J DEFGRID3
* xyz 0 1
C -0.0497 0.6613 -0.3439
C 0.2584 -1.5257 0.1936
N 2.9658 -0.6179 0.3879
N -0.5950 -0.4596 0.1334
N -0.7597 1.7600 -0.3551
S -0.1007 -2.9713 0.8080
S 1.9071 -0.7324 -0.5932
H -1.5638 -0.5467 0.4690
H -0.3579 2.6048 -0.7240
H -1.7047 1.8275 0.0242
*
```

## Properties
- HOMO (eV) = -7.8732
- ΔE to the lowest compared entry with this formula, charge and spin (kcal per mole) = 78.5

Entry 7:
DFT (ωB97M-V/def2-TZVPD) results for a cluster of 6 separate species, C35H59NO13 in total.

Geometry as ORCA input:
```
! wB97M-V def2-TZVPD RIJCOSX def2/J DEFGRID3
* xyz 0 1
C -2.3826 3.8098 -3.6388
O -2.9584 3.1444 -4.8193
C -2.7329 1.6854 -4.7975
C -4.0493 0.8003 -5.2730
C -5.4881 1.5367 -4.9938
C -5.6776 2.0734 -3.4326
C -6.5772 1.0234 -2.5510
C -5.7559 -0.2617 -1.9489
C -4.3325 0.1011 -1.2212
C -4.0713 1.2836 -0.1137
C -2.5499 1.4750 0.5541
C -1.2588 0.5013 0.1531
C -1.5390 -0.6790 -0.9574
C -3.0340 -0.8490 -1.6112
C -2.8862 -2.1151 -2.6426
O -3.6817 -2.6056 -3.5963
N -1.5245 -2.7709 -2.3529
C -0.5748 -1.8492 -1.5824
O 0.7459 -1.9580 -1.3922
H -1.6161 3.1639 -3.0317
H -3.2745 4.1158 -2.9158
H -1.8538 4.8066 -3.9575
H -1.8730 1.4694 -5.5809
H -2.4412 1.2659 -3.7219
H -3.9310 0.6131 -6.4254
H -4.0505 -0.2453 -4.7436
H -5.5650 2.4854 -5.7130
H -6.4190 0.8576 -5.2960
H -6.3297 3.0688 -3.5272
H -4.6757 2.3930 -2.9193
H -7.3902 0.5743 -3.3012
H -7.1723 1.5379 -1.6795
H -5.6406 -1.0928 -2.7686
H -6.4570 -0.7367 -1.1076
H -4.9558 1.9798 0.2266
H -2.3742 2.3061 1.3779
H -0.1836 0.6130 0.6497
H -1.6030 -3.6700 -1.8208
C 3.1703 -0.7365 -6.2036
C 1.7656 -0.7536 -5.6349
O 1.1629 0.5516 -5.7159
C 0.4971 1.0214 -6.7922
C 0.6356 0.2988 -8.1010
O -0.1442 2.0677 -6.7214
H 3.1709 -0.4781 -7.2663
H 3.6461 -1.7140 -6.0848
H 3.7799 0.0164 -5.6947
H 1.1311 -1.5116 -6.1033
H 1.8134 -1.0061 -4.5702
H 1.4725 0.7237 -8.6613
H -0.2874 0.4376 -8.6734
H 0.7669 -0.7764 -7.9948
C 5.7126 -2.6323 1.8557
C 4.3079 -2.6494 2.4244
O 3.7052 -1.3443 2.3434
C 3.0394 -0.8745 1.2672
C 3.1779 -1.5971 -0.0417
O 2.3981 0.1718 1.3379
H 5.7132 -2.3740 0.7930
H 6.1884 -3.6098 1.9745
H 6.3222 -1.8795 2.3646
H 3.6734 -3.4075 1.9560
H 4.3557 -2.9020 3.4891
H 4.0148 -1.1722 -0.6020
H 2.2549 -1.4582 -0.6141
H 3.3092 -2.6723 0.0645
C 9.1156 2.2257 3.3511
C 9.6428 1.2014 4.3359
O 8.7352 0.0901 4.4562
C 8.7392 -0.9918 3.6488
C 9.5076 -0.9305 2.3604
O 8.0595 -1.9783 3.9240
H 9.0280 1.8078 2.3443
H 9.7772 3.0954 3.3085
H 8.1150 2.5581 3.6438
H 10.6530 0.8618 4.0895
H 9.7047 1.6586 5.3293
H 8.8514 -0.5665 1.5655
H 9.8480 -1.9408 2.1109
H 10.4032 -0.3142 2.4145
C -4.9881 3.6455 4.7111
C -5.9565 2.5707 5.1629
O -6.5777 1.9310 4.0324
C -6.0527 0.8831 3.3624
C -4.6084 0.5353 3.5799
O -6.7222 0.2769 2.5287
H -4.1670 3.2257 4.1233
H -4.5647 4.1695 5.5725
H -5.4959 4.3730 4.0707
H -5.4904 1.8360 5.8259
H -6.7649 3.0356 5.7374
H -3.9940 1.0735 2.8533
H -4.4841 -0.5419 3.4277
H -4.2565 0.7409 4.5891
C 1.6520 -3.0410 5.6419
C 0.2472 -3.0581 6.2106
O -0.3555 -1.7529 6.1296
C -1.0213 -1.2832 5.0534
C -0.8828 -2.0057 3.7445
O -1.6626 -0.2369 5.1241
H 1.6525 -2.7827 4.5792
H 2.1277 -4.0185 5.7607
H 2.2615 -2.2882 6.1508
H -0.3872 -3.8161 5.7423
H 0.2951 -3.3107 7.2753
H -0.0458 -1.5808 3.1842
H -1.8058 -1.8669 3.1721
H -0.7514 -3.0810 3.8507
*
```

## Properties
- HOMO (eV) = -8.8774
- SMILES = COCCCCCCc1cccc2c1C(=O)NC2=O.CCOC(C)=O.CCOC(C)=O.CCOC(C)=O.CCOC(C)=O.CCOC(C)=O
- ΔE to the lowest compared entry with this formula, charge and spin (kcal per mole) = 294.8

Entry 8:
DFT (ωB97M-V/def2-TZVPD) results for a structure of composition C36H46N2O10PS3SiTi.

Geometry as ORCA input:
```
! wB97M-V def2-TZVPD RIJCOSX def2/J DEFGRID3
* xyz -2 2
Ti 0.3915 -0.1171 0.1689
O -3.0422 1.8762 2.3694
S -1.7443 1.3793 2.7465
O -0.9560 2.2860 3.5637
O -0.9692 0.7859 1.6596
C -1.9979 -0.0565 3.8080
C -2.0264 0.2040 5.1734
C -2.1452 -0.8195 6.0999
C -2.2259 -2.1302 5.6593
C -2.2007 -2.4001 4.2992
C -2.0920 -1.3785 3.3602
S -2.1351 -1.9260 1.6317
O -3.1705 -1.1528 0.9930
O -2.3831 -3.3493 1.7247
O -0.7703 -1.6925 1.0865
H -1.9204 1.2333 5.4898
H -2.1587 -0.5925 7.1599
H -2.3093 -2.9461 6.3680
H -2.2692 -3.4144 3.9330
O 1.3660 -0.4280 -1.4023
O 1.1116 -1.6254 -0.6481
O -1.9345 2.0698 -2.6264
S -1.5112 1.5626 -1.3094
N -0.0776 1.7402 -0.8390
C 5.7395 -0.6495 2.0561
C 4.3455 -0.7759 1.4358
C 3.9359 -2.2566 1.3820
C 4.4007 -0.3423 -0.0398
P 2.9477 0.1808 2.2775
N 1.7729 0.3397 1.2853
C 2.4386 -0.7064 3.8679
C 1.5871 -1.9320 3.5066
C 3.5830 -1.1389 4.7888
C 1.5131 0.2284 4.6605
C 3.5458 1.9161 2.7331
C 2.3083 2.8127 2.9217
C 4.4532 2.0192 3.9616
C 4.2984 2.4931 1.5261
H 6.4212 -1.3149 1.5146
H 5.7673 -0.9352 3.1070
H 6.1385 0.3629 1.9669
H 4.6324 -2.7727 0.7131
H 2.9323 -2.3663 0.9643
H 3.9899 -2.7491 2.3507
H 5.0458 -1.0514 -0.5702
H 4.8216 0.6483 -0.1814
H 3.4092 -0.3701 -0.4977
H 2.1706 -2.7618 3.1158
H 0.8198 -1.6879 2.7782
H 1.0831 -2.2759 4.4158
H 4.1971 -1.9237 4.3510
H 3.1424 -1.5453 5.7056
H 4.2353 -0.3107 5.0767
H 0.7287 0.6587 4.0368
H 2.0549 1.0415 5.1457
H 1.0263 -0.3573 5.4461
H 1.7986 2.6579 3.8674
H 1.5798 2.6505 2.1273
H 2.6375 3.8566 2.8870
H 3.9336 1.7521 4.8822
H 4.7796 3.0599 4.0640
H 5.3482 1.4005 3.8812
H 3.7096 2.3878 0.6138
H 5.2760 2.0342 1.3792
H 4.4607 3.5601 1.7077
O -1.6016 -0.1518 -1.4750
Si -2.5838 -0.8671 -2.6019
C -4.3341 -0.2126 -2.5248
C -4.8195 0.7348 -3.4282
C -6.1186 1.2136 -3.3319
C -6.9483 0.7643 -2.3133
C -6.4717 -0.1532 -1.3877
C -5.1755 -0.6392 -1.4936
C -2.6052 -2.7056 -2.2656
C -1.5362 -3.3630 -1.6582
C -1.5589 -4.7422 -1.4924
C -2.6373 -5.4862 -1.9442
C -3.7037 -4.8482 -2.5663
C -3.6845 -3.4702 -2.7205
C -1.8233 -0.6318 -4.2998
C -2.5342 -0.8154 -5.4862
C -1.9100 -0.7121 -6.7229
C -0.5528 -0.4301 -6.7892
C 0.1723 -0.2564 -5.6176
C -0.4550 -0.3553 -4.3833
H -4.1604 1.1232 -4.1953
H -6.4769 1.9525 -4.0396
H -7.9597 1.1461 -2.2289
H -7.1022 -0.4794 -0.5694
H -4.7980 -1.3278 -0.7449
H -0.6816 -2.7986 -1.2980
H -0.7348 -5.2264 -0.9833
H -2.6564 -6.5610 -1.8013
H -4.5538 -5.4225 -2.9177
H -4.5322 -2.9808 -3.1903
H -3.5951 -1.0429 -5.4490
H -2.4823 -0.8523 -7.6334
H -0.0611 -0.3471 -7.7523
H 1.2331 -0.0391 -5.6617
H 0.1242 -0.2194 -3.4732
*
```

## Properties
- ⟨S²⟩ = 0.7602
- HOMO (spin up / spin down) (eV) = -2.7832 / -2.7722
- ΔE to the lowest compared entry with this formula, charge and spin (kcal per mole) = 6.2

Entry 9:
DFT (ωB97M-V/def2-TZVPD) results for an isolated molecule of CH3N2OP.

Geometry as ORCA input:
```
! wB97M-V def2-TZVPD RIJCOSX def2/J DEFGRID3
* xyz 0 1
O -2.7303 0.9033 0.0426
P -2.0594 -0.3635 -0.0961
N -0.3798 -0.1373 -0.3757
C 0.7741 0.3486 0.2435
N 0.8534 -1.0978 0.1488
H 0.6744 0.6758 1.1945
H 1.4235 1.0150 -0.4638
H 1.4442 -1.3441 -0.6938
*
```

## Properties
- HOMO (eV) = -9.8747
- SMILES = O=PN1CN1
- ΔE to the lowest compared entry with this formula, charge and spin (kcal per mole) = 58.7

Across the entries above, electronic energy takes the values -83568.87035 -116771.17877 -25479.02233 -17027.58349 -120012.99711 -28259.36693 -65346.18420 -134326.13587 -15399.70517 eV, respectively.